(1)
Molecular formula: C44H55BBrMnN6O3S3
Method: DFT, ωB97M-V/def2-TZVPD

Results
frontier orbital gap (alpha / beta) = 5.76 / 7.09 eV
total charge = +2
spin multiplicity = 5

Structure (XYZ):
```
114
Properties=species:S:1:pos:R:3:lowdin_spin:R:1
Mn -0.07 -0.88 0.52 3.945
C 4.28 -0.75 -1.85 -0.002
C 3.44 0.49 -1.87 -0.006
C 3.42 1.35 -2.92 -0.001
C 2.56 2.49 -2.93 -0.004
N 1.85 2.79 -1.88 -0.004
N 1.91 1.96 -0.81 -0.011
B 1.18 2.60 0.36 0.001
N 1.10 1.97 1.74 0.010
N 1.96 3.01 1.66 0.003
C 2.67 3.44 2.66 0.002
C 2.40 2.78 3.90 0.002
C 1.51 1.75 4.02 0.001
C 1.26 1.06 5.32 -0.001
C 0.83 1.29 2.83 0.007
S -0.17 -0.08 2.80 -0.024
C 3.68 4.54 2.49 0.000
C 5.04 4.02 2.98 0.000
C 3.23 5.73 3.36 0.000
C 3.78 4.96 1.03 0.000
N 0.04 3.51 -0.03 0.004
N 0.35 4.83 -0.02 0.002
C -0.59 5.66 -0.36 0.001
C -1.90 5.18 -0.67 0.002
C -2.19 3.86 -0.68 0.003
C -3.56 3.34 -0.99 0.001
C -1.12 2.95 -0.40 0.012
S -1.29 1.26 -0.56 0.044
C -0.21 7.14 -0.38 0.000
C -1.39 8.02 -0.78 0.000
C 0.28 7.54 1.01 0.000
C 0.92 7.33 -1.40 0.000
C 2.57 0.80 -0.77 -0.008
S 2.38 -0.34 0.50 -0.105
C 2.45 3.39 -4.14 0.000
C 3.78 4.15 -4.29 0.000
C 2.20 2.53 -5.39 0.000
C 1.30 4.39 -3.98 0.000
H 4.85 -0.83 -2.77 0.000
H 3.65 -1.64 -1.75 0.000
H 4.96 -0.75 -1.00 -0.001
H 4.05 1.16 -3.78 0.000
H 2.95 3.10 4.78 0.000
H 1.76 1.58 6.14 0.000
H 1.63 0.04 5.27 0.000
H 0.19 1.00 5.53 0.000
H 5.03 3.79 4.05 0.000
H 5.79 4.79 2.82 0.000
H 5.34 3.12 2.44 0.000
H 3.12 5.45 4.41 0.000
H 2.28 6.14 3.02 0.000
H 3.99 6.51 3.31 0.000
H 4.17 4.14 0.41 0.000
H 4.48 5.80 0.95 0.000
H 2.82 5.27 0.62 0.000
H -2.68 5.90 -0.89 0.000
H -4.25 4.16 -1.16 0.000
H -3.93 2.73 -0.16 0.000
H -3.55 2.69 -1.87 0.000
H -2.21 7.96 -0.05 0.000
H -1.78 7.77 -1.77 0.000
H -1.06 9.06 -0.81 0.000
H -0.49 7.37 1.77 0.000
H 0.53 8.60 1.02 0.000
H 1.18 6.98 1.28 0.000
H 0.59 7.10 -2.41 0.000
H 1.78 6.70 -1.16 0.000
H 1.25 8.37 -1.39 0.000
H 4.63 3.48 -4.41 0.000
H 3.96 4.79 -3.41 0.000
H 3.74 4.80 -5.17 0.000
H 3.06 1.89 -5.63 0.000
H 2.03 3.17 -6.25 0.000
H 1.33 1.89 -5.26 0.000
H 1.42 5.00 -3.09 0.000
H 0.34 3.87 -3.91 0.000
H 1.28 5.04 -4.85 0.000
Br -3.96 -4.80 -3.48 0.000
C -2.77 -3.37 -3.20 0.001
C -3.15 -2.09 -3.56 0.000
C -2.28 -1.03 -3.32 0.001
C -1.05 -1.26 -2.71 0.004
C -0.68 -2.56 -2.37 0.005
C -1.53 -3.62 -2.63 0.001
C 0.60 -2.81 -1.63 0.014
O 1.54 -3.41 -2.05 -0.002
O 0.61 -2.31 -0.37 0.029
H -4.11 -1.92 -4.03 0.000
H -2.56 -0.03 -3.61 0.000
H -0.38 -0.44 -2.52 0.001
H -1.24 -4.64 -2.38 0.000
C -6.45 -6.15 0.06 0.001
C -5.53 -4.96 0.09 0.006
C -4.28 -5.05 0.70 0.000
C -3.41 -3.98 0.73 0.004
C -2.09 -4.14 1.42 0.001
C -3.82 -2.77 0.10 0.003
C -2.98 -1.65 -0.01 0.010
O -1.82 -1.56 0.47 0.044
C -5.10 -2.67 -0.53 0.004
C -5.59 -1.40 -1.20 0.001
C -5.92 -3.77 -0.51 0.000
H -6.07 -6.97 0.66 0.000
H -6.58 -6.49 -0.97 0.000
H -7.44 -5.87 0.43 0.000
H -3.99 -5.98 1.17 0.000
H -2.02 -5.14 1.86 0.000
H -1.95 -3.41 2.21 0.000
H -1.26 -4.02 0.72 0.000
H -3.33 -0.79 -0.58 0.002
H -4.95 -1.11 -2.03 0.000
H -5.63 -0.56 -0.50 0.000
H -6.59 -1.55 -1.59 0.000
H -6.90 -3.70 -0.98 0.000
```

(2)
Molecular formula: C44H55N13O2Rb
Method: DFT, ωB97M-V/def2-TZVPD

Results
frontier orbital gap = 4.51 eV
total charge = -1

Structure (XYZ):
```
115
Properties=species:S:1:pos:R:3:lowdin_charge:R:1
Rb 0.03 -0.67 -0.05 0.776
C 2.56 -4.22 1.38 -0.209
C 3.42 -3.72 0.22 -0.177
C 3.00 -2.38 -0.40 -0.261
N 2.62 -1.43 0.61 -0.052
C 3.44 -0.61 1.16 -0.266
C 4.80 -0.35 0.75 -0.060
C 5.85 0.15 1.48 -0.155
C 5.95 0.50 2.83 -0.175
C 4.89 0.51 3.73 -0.149
C 3.53 0.38 3.53 -0.062
C 2.81 0.22 2.28 -0.253
N 1.62 0.66 2.05 -0.029
C 0.95 1.45 3.06 -0.252
C 0.02 0.66 3.99 -0.165
C -1.33 0.26 3.39 -0.261
N -1.24 -0.88 2.50 -0.022
C -1.63 -2.04 2.91 -0.259
C -2.13 -2.36 4.23 -0.070
C -3.12 -3.25 4.55 -0.156
C -3.91 -4.08 3.73 -0.177
C -3.68 -4.31 2.37 -0.156
C -2.62 -3.95 1.56 -0.073
C -1.44 -3.18 1.93 -0.270
N -0.25 -3.31 1.46 0.037
C 0.09 -4.38 0.55 -0.252
C 1.35 -5.10 1.03 -0.190
H 2.20 -3.37 1.96 0.095
H 3.20 -4.80 2.06 0.099
H 3.45 -4.48 -0.58 0.102
H 4.45 -3.61 0.57 0.102
H 2.11 -2.56 -1.03 0.074
H 3.79 -2.04 -1.08 0.096
H 5.02 -0.63 -0.27 0.079
H 6.78 0.23 0.91 0.086
H 6.94 0.75 3.21 0.066
H 5.16 0.69 4.77 0.088
H 2.91 0.46 4.41 0.081
H 0.32 2.18 2.54 0.079
H 1.67 2.02 3.67 0.098
H -0.17 1.28 4.88 0.103
H 0.54 -0.25 4.34 0.115
H -1.69 1.12 2.80 0.094
H -2.06 0.10 4.19 0.094
H -1.70 -1.80 5.05 0.082
H -3.38 -3.28 5.60 0.086
H -4.74 -4.59 4.19 0.062
H -4.43 -4.92 1.87 0.084
H -2.65 -4.31 0.54 0.073
H 0.28 -3.95 -0.45 0.089
H -0.70 -5.13 0.42 0.098
H 1.64 -5.85 0.27 0.101
H 1.07 -5.66 1.93 0.105
N 2.80 3.40 -0.79 0.133
C 2.20 2.20 -0.58 -0.150
N 1.84 1.38 -1.51 0.121
C 2.04 1.74 -2.83 -0.298
N 1.62 1.05 -3.83 0.064
N 0.79 -0.01 -3.44 0.036
C 1.11 -1.12 -3.96 -0.105
C 0.28 -2.34 -3.72 -0.272
C 0.52 -3.48 -4.48 -0.032
C -0.26 -4.60 -4.24 -0.072
C -1.24 -4.55 -3.27 -0.058
C -1.39 -3.36 -2.55 -0.143
N -0.66 -2.28 -2.77 0.108
C 2.80 2.98 -3.13 -0.079
C 3.16 3.36 -4.42 -0.025
C 3.85 4.53 -4.64 -0.091
C 4.21 5.35 -3.56 -0.094
C 3.87 4.99 -2.28 -0.025
C 3.17 3.80 -2.06 -0.183
H 3.11 3.92 0.02 0.154
H 2.03 1.91 0.45 0.101
H 1.99 -1.23 -4.60 0.117
H 1.30 -3.48 -5.22 0.106
H -0.10 -5.51 -4.81 0.102
H -1.86 -5.40 -3.03 0.103
H -2.12 -3.27 -1.75 0.094
H 2.87 2.71 -5.23 0.106
H 4.13 4.82 -5.65 0.096
H 4.76 6.26 -3.73 0.099
H 4.15 5.60 -1.43 0.110
C -5.72 0.02 -1.92 -0.093
N -4.44 -0.63 -1.78 0.020
C -3.61 -0.53 -0.69 -0.617
N -4.02 0.35 0.29 0.195
O -2.61 -1.20 -0.56 -0.080
H -6.32 -0.53 -2.64 0.083
H -5.65 1.06 -2.26 0.062
H -6.25 0.00 -0.96 0.086
H -4.10 -1.24 -2.50 0.136
H -4.46 1.21 0.01 0.060
H -3.32 0.44 1.02 0.096
C -2.13 2.10 -2.39 -0.021
N -2.63 2.93 -1.30 -0.088
C -3.80 3.73 -1.59 -0.175
C -4.42 4.20 -0.29 -0.156
C -3.38 4.97 0.50 -0.171
N -2.16 4.20 0.62 -0.083
C -1.23 4.62 1.65 -0.036
C -1.75 3.24 -0.28 -0.468
O -0.68 2.67 -0.18 0.029
H -2.93 1.45 -2.75 0.080
H -1.30 1.48 -2.04 0.067
H -1.77 2.71 -3.23 0.098
H -4.50 3.12 -2.15 0.105
H -3.55 4.59 -2.23 0.129
H -4.75 3.34 0.29 0.109
H -5.28 4.84 -0.48 0.116
H -3.74 5.18 1.51 0.123
H -3.18 5.93 0.02 0.126
H -1.66 4.45 2.65 0.094
H -1.00 5.68 1.55 0.090
H -0.32 4.04 1.56 0.067
```

(3)
Molecular formula: C44H56B2F4N8O4Ta
Method: DFT, ωB97M-V/def2-TZVPD

Results
frontier orbital gap = 5.93 eV
total charge = +3

Structure (XYZ):
```
119
Properties=species:S:1:pos:R:3:lowdin_charge:R:1
Ta -0.03 0.46 -0.47 2.090
C -2.12 1.99 -4.23 0.050
C -1.51 1.15 -3.18 -0.176
N -1.45 1.46 -1.93 -0.033
O -2.15 2.56 -1.56 0.077
B -1.30 3.74 -1.18 -1.107
F -0.69 4.24 -2.30 0.200
F -2.05 4.59 -0.46 0.248
O -0.22 3.19 -0.24 0.001
N 0.73 2.46 -0.90 -0.112
C 1.76 3.03 -1.40 -0.189
C 2.07 4.47 -1.33 0.048
C 2.66 2.05 -2.07 -0.200
N 2.13 0.89 -2.17 0.078
O 2.99 -0.06 -2.71 0.115
B 2.58 -0.64 -3.89 -0.847
F 1.49 -0.22 -4.52 0.280
F 3.34 -1.58 -4.38 0.323
O 1.56 -2.38 -2.42 0.061
N -0.46 -0.79 -2.42 0.075
C -1.16 -0.28 -3.37 -0.210
C -1.82 -0.96 -4.51 0.051
C 3.99 2.47 -2.57 0.046
H -2.05 3.04 -3.96 0.101
H -1.61 1.81 -5.18 0.112
H -3.17 1.73 -4.36 0.127
H 1.28 5.03 -0.84 0.104
H 3.02 4.60 -0.79 0.113
H 2.22 4.87 -2.34 0.124
H -1.62 -2.03 -4.53 0.052
H -2.90 -0.79 -4.47 0.126
H -1.45 -0.51 -5.43 0.125
H 4.52 3.03 -1.79 0.107
H 4.59 1.63 -2.88 0.101
H 3.86 3.15 -3.41 0.124
C 2.38 -5.52 0.03 -0.046
C 3.08 -4.52 -0.89 -0.142
C 2.80 -3.11 -0.49 -0.045
C 3.51 -2.26 0.27 -0.088
C 4.81 -2.49 0.98 -0.163
C 4.62 -2.82 2.46 -0.053
C 2.72 -1.04 0.36 -0.156
N 1.56 -1.07 -0.31 0.042
C 1.63 -2.36 -1.00 -0.317
C 0.49 -2.93 -1.67 -0.092
C -0.76 -2.11 -1.79 -0.294
C -1.92 -2.98 -2.23 -0.072
C -1.79 -4.19 -3.12 -0.150
C -0.87 -4.15 -4.34 -0.063
C -2.97 -2.68 -1.44 -0.097
C -2.54 -1.62 -0.54 -0.164
C -3.43 -0.78 0.16 0.087
C -3.02 0.37 0.74 -0.143
N -1.68 0.82 0.84 0.001
C -1.79 1.87 1.73 -0.151
C -0.73 2.49 2.35 0.075
C 0.58 2.10 2.16 -0.157
N 1.00 1.10 1.31 -0.003
C 2.38 1.03 1.57 -0.166
C 3.19 0.05 1.12 0.078
C 2.80 2.06 2.51 -0.092
C 1.68 2.71 2.89 -0.089
C 1.51 3.79 3.91 -0.159
C 1.02 3.25 5.26 -0.049
C 4.20 2.21 3.00 -0.163
C 4.52 1.26 4.16 -0.044
C -3.17 2.20 2.04 -0.085
C -3.93 1.27 1.43 -0.084
C -5.41 1.08 1.48 -0.161
C -5.83 0.12 2.60 -0.050
C -3.57 3.33 2.93 -0.154
C -3.46 3.00 4.42 -0.048
N -1.23 -1.40 -0.57 0.037
C -4.34 -3.29 -1.39 -0.168
C -4.53 -4.16 -0.15 -0.053
H 2.58 -6.54 -0.30 0.092
H 1.30 -5.38 0.05 0.073
H 2.74 -5.43 1.06 0.079
H 2.74 -4.66 -1.93 0.129
H 4.15 -4.69 -0.89 0.129
H 5.44 -1.61 0.87 0.119
H 5.34 -3.29 0.47 0.124
H 4.08 -2.03 2.98 0.062
H 5.58 -2.95 2.95 0.093
H 4.05 -3.74 2.58 0.079
H 0.39 -4.00 -1.73 0.160
H -2.79 -4.50 -3.42 0.126
H -1.45 -4.99 -2.45 0.137
H -1.38 -3.79 -5.23 0.083
H -0.54 -5.17 -4.58 0.099
H 0.03 -3.55 -4.20 0.077
H -4.48 -1.03 0.16 0.124
H -0.93 3.28 3.05 0.126
H 4.21 0.02 1.46 0.122
H 0.81 4.54 3.52 0.124
H 2.46 4.31 4.04 0.123
H 0.10 2.69 5.15 0.066
H 0.83 4.08 5.94 0.093
H 1.76 2.60 5.71 0.077
H 4.35 3.24 3.32 0.123
H 4.90 2.05 2.18 0.119
H 3.87 1.45 5.01 0.079
H 5.55 1.39 4.48 0.094
H 4.39 0.22 3.87 0.061
H -5.76 0.72 0.52 0.120
H -5.87 2.05 1.63 0.126
H -5.37 -0.86 2.49 0.074
H -6.91 -0.01 2.59 0.092
H -5.56 0.52 3.58 0.076
H -4.59 3.61 2.68 0.125
H -2.96 4.21 2.68 0.126
H -4.12 2.17 4.68 0.077
H -3.74 3.86 5.02 0.093
H -2.45 2.71 4.70 0.062
H -4.51 -3.87 -2.30 0.118
H -5.09 -2.49 -1.41 0.122
H -3.86 -5.02 -0.17 0.087
H -5.55 -4.54 -0.10 0.092
H -4.33 -3.61 0.77 0.076
```

(4)
Molecular formula: C44H56O4
Method: DFT, ωB97M-V/def2-TZVPD

Results
frontier orbital gap (alpha / beta) = 1.60 / 9.50 eV
total charge = -1
spin multiplicity = 2

Structure (XYZ):
```
104
Properties=species:S:1:pos:R:3:lowdin_spin:R:1
C -0.09 -4.59 -1.35 0.053
O 0.05 -4.53 0.09 0.016
C -0.43 -5.68 0.80 0.019
C -1.95 -5.89 0.56 0.015
O -2.73 -4.78 1.05 0.005
C -2.54 -4.30 2.37 0.022
H 0.27 -5.56 -1.68 0.011
H 0.47 -3.79 -1.84 0.012
H -1.14 -4.39 -1.60 0.006
H -0.27 -5.52 1.87 0.005
H 0.10 -6.60 0.56 0.008
H -2.30 -6.70 1.20 0.005
H -2.37 -6.11 -0.42 0.006
H -3.33 -3.59 2.62 0.006
H -1.65 -3.67 2.42 0.003
H -2.50 -5.08 3.12 0.006
C 0.63 -0.38 -2.39 0.053
O 0.40 -0.02 -0.99 0.008
C -0.03 -1.08 -0.21 0.005
C -0.33 -0.72 1.26 0.005
O -1.51 0.05 1.46 0.011
C -1.34 1.38 0.96 0.009
H -0.36 -0.55 -2.82 0.012
H 1.35 -1.20 -2.44 0.015
H 1.00 0.53 -2.86 0.004
H 0.71 -1.88 -0.28 0.004
H -1.01 -1.43 -0.55 0.001
H 0.55 -0.35 1.79 0.002
H -0.47 -1.70 1.72 0.002
H -0.36 1.84 1.09 0.002
H -2.09 1.84 1.61 0.002
H -1.62 1.44 -0.09 0.005
C -0.61 3.77 4.15 0.015
C 0.55 4.34 4.70 0.015
C 1.16 5.40 4.08 0.014
C 0.79 5.82 2.76 0.013
C -0.28 5.13 2.15 0.017
C -0.96 4.16 2.88 0.007
H -1.04 2.92 4.65 0.009
H 1.10 3.97 5.56 0.008
H 1.86 6.00 4.64 0.003
H 1.28 6.68 2.34 0.005
H -0.68 5.61 1.27 0.008
H -1.82 3.73 2.37 0.002
C 5.11 0.79 -4.04 0.021
C 5.09 1.10 -5.41 0.012
C 4.17 1.91 -6.02 0.010
C 3.08 2.30 -5.19 0.023
C 2.96 1.96 -3.85 0.014
C 4.00 1.23 -3.28 0.004
H 5.87 0.13 -3.64 0.009
H 5.90 0.69 -6.00 0.003
H 4.17 2.06 -7.09 0.002
H 2.29 2.87 -5.67 0.008
H 2.16 2.34 -3.23 0.011
H 3.96 0.99 -2.23 0.001
C -4.54 -1.41 -3.11 0.025
C -5.48 -2.32 -3.34 0.012
C -5.50 -3.52 -2.65 0.016
C -4.65 -3.73 -1.58 0.010
C -3.70 -2.72 -1.20 0.006
C -3.68 -1.54 -1.98 0.008
H -4.39 -0.52 -3.70 0.012
H -6.24 -2.20 -4.10 0.003
H -6.25 -4.27 -2.84 0.003
H -4.63 -4.68 -1.06 0.003
H -2.82 -2.97 -0.62 0.001
H -2.93 -0.77 -1.94 0.004
C 5.90 1.64 -0.08 0.012
C 5.22 2.81 -0.33 0.011
C 3.86 2.92 -0.02 0.013
C 3.25 1.85 0.53 0.008
C 3.91 0.58 0.67 0.009
C 5.25 0.48 0.39 0.023
H 6.95 1.56 -0.34 0.005
H 5.77 3.60 -0.82 0.005
H 3.34 3.85 -0.24 0.010
H 2.20 1.88 0.81 0.002
H 3.39 -0.22 1.17 0.001
H 5.76 -0.47 0.51 0.012
C -6.31 4.13 -1.20 0.007
C -5.94 2.82 -1.00 0.008
C -4.69 2.53 -0.46 0.010
C -3.98 3.64 0.02 0.011
C -4.30 4.95 -0.28 0.017
C -5.55 5.25 -0.87 0.006
H -7.32 4.33 -1.52 0.002
H -6.59 2.01 -1.29 0.003
H -4.24 1.59 -0.17 0.001
H -3.00 3.53 0.46 0.001
H -3.49 5.64 -0.10 0.005
H -5.98 6.22 -1.05 0.001
C 4.01 -3.17 2.70 0.025
C 4.35 -1.95 3.34 0.012
C 3.35 -1.34 4.08 0.012
C 2.02 -1.76 4.14 0.017
C 1.72 -2.88 3.36 0.010
C 2.67 -3.63 2.69 0.015
H 4.79 -3.66 2.13 0.015
H 5.31 -1.46 3.24 0.006
H 3.57 -0.45 4.66 0.009
H 1.23 -1.18 4.59 0.012
H 0.73 -3.33 3.31 0.005
H 2.42 -4.55 2.19 0.006
```